# C5H32N2O11

11 unconnected molecules or ions with the total composition C5H32N2O11 (ωB97M-V/def2-TZVPD, OMol25).

Element x y z (Å)
O: 1.675 -3.181 -2.484
O: 3.653 2.819 -0.891
O: -2.947 -2.026 -2.953
O: -1.132 3.843 -1.754
O: -1.430 1.839 1.178
O: -0.601 0.894 3.766
O: -3.536 -0.475 1.213
O: -0.708 -2.099 3.820
O: -1.725 -0.517 -1.057
O: 1.195 2.726 1.882
O: 1.876 -0.605 2.894
N: -0.548 -2.348 -0.453
N: 0.671 1.150 -0.609
C: 1.350 1.178 -1.942
C: 0.800 0.211 -3.004
C: -0.737 -1.033 -0.480
C: 0.285 -0.077 0.070
C: 0.478 -3.029 0.347
H: 1.734 -3.014 -3.421
H: 2.899 3.201 -0.431
H: -1.690 3.882 -0.966
H: 1.565 -0.570 -3.066
H: -1.356 0.337 3.563
H: 1.238 -0.622 0.032
H: -2.869 -0.828 0.602
H: -2.004 2.451 1.645
H: -1.694 3.265 -2.289
H: -0.464 -1.165 3.881
H: -2.546 -1.358 -2.347
H: -3.721 -2.266 -2.428
H: 1.336 -3.343 -0.241
H: 1.091 2.204 -2.197
H: 1.398 -0.088 3.557
H: -1.219 -2.980 -0.860
H: -0.120 1.775 -0.716
H: 0.708 0.658 -3.989
H: 2.480 -1.225 3.307
H: 0.844 -2.338 1.101
H: 4.184 2.398 -0.210
H: 0.215 0.062 1.147
H: -0.084 -0.324 -2.696
H: 0.860 2.130 1.187
H: 0.063 -3.923 0.804
H: 1.277 -2.428 -2.044
H: -0.506 1.607 3.128
H: 1.432 3.590 1.547
H: 2.422 1.164 -1.828
H: 0.141 -2.437 3.511
H: -4.284 -0.388 0.610
H: -1.949 1.304 0.567

## Properties
**Highest occupied orbital energy**: -0.34246 hartree
**ΔE to the lowest compared entry with this formula, charge and spin**: 71.9 kcal/mol
**E_LUMO**: 0.07 eV
**Spin multiplicity**: 1
**Frontier orbital gap**: 9.39 eV
**SMILES string**: CCNCC(=O)NC.O.O.O.O.O.O.O.O.O.O